Below is a molecular structure, C3H3Cl2O2 at a distorted geometry, with properties calculated with ωB97M-V with the def2-TZVPD basis set.

Element x y z (Å)
1 C -0.33585 0.24199 -1.41175
2 C -0.10714 -0.74453 1.11501
3 C 0.39851 0.69585 -0.03939
4 O -0.43470 1.15046 -2.25060
5 O -0.81747 -0.90649 -1.32523
6 Cl -0.07576 2.18816 0.60520
7 Cl 2.08301 0.35985 -0.26974
8 H -1.23572 -0.64973 1.24640
9 H 0.08828 -1.55943 0.39300
10 H 0.43685 -0.77612 1.93709

Values from the calculation:
F_max in Eh/bohr: 0.1412
Lowest unoccupied orbital energy in eV: 3.51
Energy relative to the best compared isomer or geometry (same formula, charge and spin) in kJ/mol: 125.0
Orbital gap in eV: 7.926
Molar mass in Da: 141.96
Net charge: -1